Entry 1:
Below is a 2-piece molecular cluster, C3H6O2S overall, with properties calculated with ωB97M-V/def2-TZVPD.

Structure (XYZ):
```
12
Properties=species:S:1:pos:R:3:forces:R:3
O -2.801222 -0.005286 -2.282612 0.7 0.5 -1.5
C -2.032237 -0.163592 -1.343831 -1.8 -0.9 2.5
O -2.753582 -0.773537 -0.210497 -1.2 0.0 -1.1
C -0.728461 0.151316 -0.991731 2.3 0.3 0.7
C -0.089762 -0.177903 0.371038 1.1 0.0 0.1
S 1.684715 -0.769648 0.346183 -0.5 0.4 -0.5
H -3.686960 -0.861017 -0.610383 2.2 0.3 0.8
H 0.006936 0.534706 -1.748346 -1.1 -0.3 0.7
H 5.414794 1.059629 2.490640 0.0 0.2 -0.2
H 0.031070 0.592873 1.232321 -1.0 -0.9 -1.6
H -0.430377 -1.132320 0.826183 -0.8 0.7 -0.1
H 5.385083 1.544774 1.921039 0.0 -0.2 0.2
```
Forces are in eV/Å.

Summary:
Charge: -1
2S+1: 2
E_HOMO (alpha / beta): -3.5247 / -2.7801 eV

These are the natural (NBO) partial charges, in e, on atoms 1 to 8: -0.72 0.68 -0.80 -0.49 -0.55 -0.25 0.47 0.20

Entry 2:
Below is an isolated molecule of C3H6O2S, with properties calculated with ωB97M-V/def2-TZVPD.

Structure (XYZ):
```
12
Properties=species:S:1:pos:R:3:forces:R:3
C -1.229682 0.223090 0.608644 -0.4 1.2 1.2
C -0.304845 -0.305399 -0.470816 -0.7 -0.9 0.4
C 1.087219 0.151973 -0.199286 0.8 0.0 -0.9
H -1.469464 1.291042 0.451148 0.2 -0.4 -0.1
H -0.842219 0.182717 1.663532 -0.2 -0.4 -1.0
H -2.168472 -0.316338 0.544221 -0.1 -0.2 0.1
H -0.639645 0.154896 -1.404296 0.2 -0.3 -0.2
H 0.364712 -2.059800 -0.084647 0.0 -0.3 -0.1
H 2.096213 1.780713 -0.279620 -0.5 -0.5 -0.1
O -0.417568 -1.730723 -0.553192 0.2 1.0 0.0
O 1.195609 1.447505 -0.478995 0.4 0.5 0.4
S 2.328137 -0.819672 0.203312 -0.1 0.2 0.3
```
Forces are in eV/Å.

Summary:
2S+1: 1
E_HOMO: -9.5287 eV
Structure (SMILES): C[C@H](O)C(O)=S

These are the natural (NBO) partial charges, in e, on atoms 1 to 8: -0.62 -0.02 0.24 0.22 0.21 0.23 0.21 0.48

Entry 3:
Below is an isolated molecule of C3H6O2S, with properties calculated with ωB97M-V/def2-TZVPD.

Structure (XYZ):
```
12
Properties=species:S:1:pos:R:3:forces:R:3
C 1.324912 0.194781 -0.027154 1.2 0.7 -0.5
C -0.073014 -0.354480 0.052067 -0.9 -0.2 0.8
C -2.233721 0.595671 0.025198 0.3 -0.4 0.0
H 3.015629 -0.707905 -0.338947 -1.0 -0.5 0.6
H 1.577654 0.671995 -1.030582 -0.9 -0.2 1.2
H 1.549712 0.963615 0.806173 -0.5 -1.2 -1.2
H -0.340822 -1.135542 -0.713732 0.5 0.9 0.6
H -0.297259 -0.783927 1.083887 0.5 0.2 -1.3
H -2.751193 1.540019 0.168291 0.0 0.1 -0.2
O 2.146064 -0.956772 0.056999 1.6 0.3 -0.2
O -0.916626 0.811362 -0.056877 -0.9 -0.4 0.1
S -3.001341 -0.838813 -0.025325 0.2 0.5 0.1
```
Forces are in eV/Å.

Summary:
2S+1: 1
E_HOMO: -9.0124 eV
Structure (SMILES): OCCOC=S

These are the natural (NBO) partial charges, in e, on atoms 1 to 8: -0.08 -0.11 0.06 0.47 0.17 0.17 0.22 0.20

Entry 4:
Below is an isolated molecule of C3H6O2S, with properties calculated with ωB97M-V/def2-TZVPD.

Structure (XYZ):
```
12
Properties=species:S:1:pos:R:3:forces:R:3
C 2.086798 -0.506644 -1.172015 0.5 -0.2 -0.4
C 0.159777 0.124635 -0.100822 -0.8 -0.6 0.4
C -2.179436 0.541238 1.229183 0.9 -0.5 0.0
H 3.003309 -0.081887 -1.545038 0.1 0.6 -0.3
H 2.408871 -1.194583 -0.403275 -0.4 -0.3 0.3
H 1.573257 -1.017858 -1.986623 0.0 -0.1 0.2
H -1.869966 -0.182295 1.986749 0.0 0.1 -0.2
H -2.777077 1.295794 1.690474 -0.5 0.5 0.2
H -2.709164 0.062074 0.426052 -0.3 -0.3 -0.2
O 1.288370 0.547540 -0.639110 0.6 0.1 -0.3
O -0.220376 -1.011724 -0.033253 0.3 -0.7 -0.3
S -0.764362 1.423708 0.547679 -0.3 1.4 0.4
```
Forces are in eV/Å.

Summary:
2S+1: 1
E_HOMO: -9.4721 eV
Structure (SMILES): COC(=O)SC

These are the natural (NBO) partial charges, in e, on atoms 1 to 8: -0.26 0.60 -0.73 0.20 0.19 0.20 0.23 0.23

Entry 5:
Below is a 2-piece molecular cluster, C3H6O2S overall, with properties calculated with ωB97M-V/def2-TZVPD.

Structure (XYZ):
```
12
Properties=species:S:1:pos:R:3:forces:R:3
C -1.532990 0.326879 0.508758 -0.8 0.9 1.8
C -1.108450 0.867896 -0.576711 1.3 2.5 -2.7
C 0.923596 -0.718895 0.444244 3.0 0.0 0.5
O 2.974995 0.710159 -0.409436 -0.7 0.2 0.8
O 1.015496 -1.618076 -0.624095 -0.9 1.4 1.0
S 2.036982 0.509730 0.734953 -0.5 -1.9 -1.6
H -1.564735 0.891705 1.433507 -0.4 -0.2 0.1
H -1.789457 -0.689927 0.483245 -0.3 -1.3 0.4
H -0.876418 0.193382 -1.398013 -0.4 0.5 -0.5
H -0.814412 1.970414 -0.736072 -0.4 -2.0 0.5
H 0.447493 -1.004414 1.395253 -0.3 0.0 -0.7
H 0.287898 -1.438857 -1.255638 0.5 -0.2 0.4
```
Forces are in eV/Å.

Summary:
2S+1: 1
E_HOMO: -8.7878 eV

These are the natural (NBO) partial charges, in e, on atoms 1 to 8: -0.39 -0.36 -0.16 -0.90 -0.69 1.05 0.20 0.19

Entry 6:
Below is C3H6O2S as an isolated structure, with properties calculated with ωB97M-V/def2-TZVPD.

Structure (XYZ):
```
12
Properties=species:S:1:pos:R:3:forces:R:3
C 0.894932 -0.726875 -0.506766 0.6 -1.0 0.2
C 0.077906 0.294154 0.369756 4.8 3.8 3.4
C -1.097442 -0.142058 1.162503 1.4 0.1 -0.1
O 1.273919 1.771104 -1.792723 -1.5 -1.9 1.3
O -0.869769 0.400151 -2.062269 0.7 0.5 0.0
S 0.341883 0.728098 -1.319631 -0.7 0.3 -0.9
H 1.994135 -0.848316 -0.284496 -1.4 0.0 -0.2
H 0.298429 -1.687066 -0.737676 1.1 1.6 0.1
H 0.864009 1.098511 1.262784 -1.9 -2.6 -3.2
H -0.706590 -1.005235 1.709422 -0.3 0.1 0.4
H -1.634685 -0.537603 0.344892 -2.4 -0.3 -0.2
H -1.436727 0.655135 1.854204 -0.5 -0.7 -0.9
```
Forces are in eV/Å.

Summary:
2S+1: 1
E_HOMO: -10.1218 eV

These are the natural (NBO) partial charges, in e, on atoms 1 to 8: -0.70 -0.40 -0.65 -0.86 -0.93 2.10 0.26 0.26

Entry 7:
Below is a 2-piece molecular cluster, C3H6O2S3 overall, with properties calculated with ωB97M-V/def2-TZVPD.

Structure (XYZ):
```
14
Properties=species:S:1:pos:R:3:forces:R:3
C 1.575410 0.346057 -0.870160 0.0 -0.1 0.0
C 2.417246 -0.351020 0.193173 0.0 -0.2 -0.2
C -3.655069 -0.502658 0.229630 -0.3 -0.4 -0.3
H -0.342931 1.037330 0.369169 0.4 0.4 -0.1
H 0.955064 -0.390888 -1.379356 0.1 0.1 0.1
H 2.260423 0.761395 -1.617239 -0.1 -0.1 0.1
H 2.297682 1.244827 1.198215 -0.1 -0.1 0.0
H -1.430052 -1.083369 0.015245 0.0 0.0 0.0
H -4.387611 0.190573 0.678815 0.0 -0.1 0.0
O 2.749307 0.377813 1.247869 0.0 0.1 0.0
O -3.954264 -1.415634 -0.488526 0.2 0.5 0.3
S 0.581926 1.752719 -0.288835 0.5 0.2 -0.1
S 2.930276 -1.882360 0.000767 -0.1 0.2 0.0
S -1.997402 -0.084785 0.711229 -0.8 -0.7 0.3
```
Forces are in eV/Å.

Summary:
2S+1: 1
E_HOMO: -8.8575 eV
Structure (SMILES): OC(=S)CS.O=CS

These are the natural (NBO) partial charges, in e, on atoms 1 to 8: -0.63 0.22 0.27 0.11 0.25 0.26 0.49 0.16

Entry 8:
Below is a 2-piece molecular cluster, C3H6O3 overall, with properties calculated with ωB97M-V/def2-TZVPD.

Structure (XYZ):
```
12
Properties=species:S:1:pos:R:3:forces:R:3
C 2.504520 1.129233 -0.191475 -1.1 0.9 1.7
C -1.276344 0.698414 0.420523 -2.2 -4.8 4.3
C -1.511055 -0.839125 0.305387 -0.2 0.6 -1.9
O -0.397931 1.196033 -0.388432 -0.1 1.1 -0.6
O 2.210942 2.283076 -0.003936 0.4 0.0 -0.7
O -1.710578 1.140109 1.480434 0.7 1.6 -1.9
H 2.672889 0.519524 0.681751 0.6 -0.7 0.6
H -2.306108 -1.246524 0.937834 0.3 0.7 0.0
H -0.573605 -1.304023 0.547043 0.5 -0.2 0.3
H -1.704052 -1.142959 -0.733740 0.0 0.1 0.2
H -0.321855 2.077728 -0.010886 0.8 1.0 -0.3
H 2.417562 0.601487 -1.109610 0.2 -0.2 -1.5
```
Forces are in eV/Å.

Summary:
2S+1: 1
E_HOMO: -10.2807 eV
Structure (SMILES): CC(=O)O.C=O

These are the natural (NBO) partial charges, in e, on atoms 1 to 8: 0.29 0.78 -0.72 -0.65 -0.51 -0.61 0.10 0.24

Entry 9:
Below is a 2-piece molecular cluster, C3H6O3 overall, with properties calculated with ωB97M-V/def2-TZVPD.

Structure (XYZ):
```
12
Properties=species:S:1:pos:R:3:forces:R:3
O -0.938745 -0.057169 -0.353196 -0.1 0.0 0.2
C 0.444820 -0.377176 -0.341307 0.3 -0.1 -0.1
C 0.743793 -1.609601 0.496227 0.0 0.0 0.0
O -0.281322 2.737361 -1.225953 -0.6 -0.1 0.6
C -1.074035 2.615798 -0.380649 0.0 0.2 0.0
O -1.860176 2.556205 0.480388 0.5 0.0 -0.6
H -1.248634 -0.032028 0.561738 0.0 0.0 -0.2
H 1.040227 0.479289 0.011773 -0.1 -0.1 0.0
H 0.714171 -0.545680 -1.387915 0.0 0.0 0.1
H 1.806741 -1.868621 0.445559 -0.1 0.0 0.0
H 0.158068 -2.463701 0.142578 0.1 0.1 0.0
H 0.495094 -1.434676 1.550756 0.0 0.0 -0.1
```
Forces are in eV/Å.

Summary:
2S+1: 1
E_HOMO: -10.6272 eV
Structure (SMILES): O=C=O.CCO

These are the natural (NBO) partial charges, in e, on atoms 1 to 8: -0.73 -0.06 -0.64 -0.52 1.05 -0.53 0.47 0.15

Entry 10:
Below is a 2-piece molecular cluster, C3H6O3 overall, with properties calculated with ωB97M-V/def2-TZVPD.

Structure (XYZ):
```
12
Properties=species:S:1:pos:R:3:forces:R:3
O -0.850894 1.569638 0.462746 0.1 0.5 -0.1
C -0.979140 -1.061103 0.116139 0.1 -0.4 -0.1
C 0.322907 -1.217221 -0.086142 -0.4 -0.4 0.2
O 0.879132 -1.120581 -1.332578 0.1 0.0 -0.2
C 0.457017 1.300450 0.502566 0.2 0.6 -0.1
O 1.210342 1.434565 -0.434052 -0.3 0.0 0.5
H -1.071901 1.713152 -0.473322 0.0 0.2 0.2
H -1.632139 -0.822702 -0.719706 0.1 -0.1 0.1
H -1.420857 -1.101828 1.106570 0.2 -0.2 -0.1
H 1.008978 -1.440015 0.735311 -0.1 0.0 -0.2
H 1.317210 -0.253271 -1.390848 0.0 -0.2 0.0
H 0.759350 0.998919 1.513318 0.0 0.1 -0.1
```
Forces are in eV/Å.

Summary:
2S+1: 1
E_HOMO: -9.6372 eV
Structure (SMILES): C=CO.O=CO

These are the natural (NBO) partial charges, in e, on atoms 1 to 8: -0.67 -0.44 0.10 -0.73 0.67 -0.63 0.49 0.20

Which total energy belongs to each record? In order, -666.51240, -666.56625, -666.53073, -666.57831, -666.44247, -666.43202, -1462.91454, -343.59132, -343.65453, -343.58918 Ha.